ORCA calculation (ωB97M-V/def2-TZVPD) on a cluster of 2 separate species, H4S2 in total.

The geometry in XYZ format:
```
6
Properties=species:S:1:pos:R:3:forces:R:3
S 11.71695 -4.07295 5.03036 -0.05 0.26 0.04
H 12.06438 -3.14728 5.94369 -0.05 -0.13 -0.13
H 10.97339 -3.18822 4.34038 0.12 -0.13 0.09
S 16.34780 -1.57515 5.54955 0.12 -0.22 -0.11
H 15.99614 -2.86128 5.36534 0.04 0.18 0.02
H 17.53332 -1.75775 4.93891 -0.17 0.03 0.09
```
Positions in Å, forces in eV/Å.

Its HOMO energy is -9.79 eV. As for the spin multiplicity: 1.

Want to see where the charge sits? The Löwdin charges in e are: number 1, S, carries 0.45; number 2, H, carries -0.23; number 3, H, carries -0.22; number 4, S, carries 0.45; number 5, H, carries -0.23; number 6, H, carries -0.22